Record 1
Below is an isolated molecule of C4H9NO2 at a distorted geometry, with properties calculated with ωB97M-V with the def2-TZVPD basis set.

Element x y z (Å)
1 C -1.2970 -2.5289 0.4419
2 N -0.6261 -1.2859 0.7655
3 C -0.2291 -0.4057 -0.1941
4 O -0.2124 -0.6973 -1.3746
5 C 0.2489 0.9359 0.3100
6 C 1.1388 1.6269 -0.7136
7 O 1.1584 3.0255 -0.3813
8 H -2.3525 -2.4761 0.7297
9 H -0.8890 -3.3774 0.9949
10 H -1.1815 -2.6907 -0.6199
11 H -0.5646 -0.9934 1.7111
12 H -0.6108 1.6110 0.4062
13 H 0.7216 1.0636 1.2854
14 H 2.1693 1.2735 -0.6363
15 H 0.7650 1.4693 -1.7219
16 H 1.7611 3.4496 -1.0030

Atoms 1-2, force components in eV/Å:
-0.200 -0.011 0.554
-0.051 -0.036 -0.542

* electronic energy: -363.0494 a.u.
* SMILES string: CNC(=O)CCO
* strongest force on any atom: 1.62 eV Å⁻¹
* ΔE to the lowest compared entry with this formula, charge and spin: 22.7 kcal per mole
* HOMO-LUMO gap: 10.620 eV
* HOMO energy: -9.74 eV

Charges obtained by Mulliken population analysis, quoted in units of e: atom 1 (C): -0.807, atom 2 (N): -0.224, atom 3 (C): 0.675, atom 4 (O): -0.632, atom 5 (C): -0.631, atom 6 (C): -0.421, atom 7 (O): -0.522, atom 8 (H): 0.278, atom 9 (H): 0.272, atom 10 (H): 0.302, atom 11 (H): 0.213, atom 12 (H): 0.305, atom 13 (H): 0.305, atom 14 (H): 0.273, atom 15 (H): 0.308, atom 16 (H): 0.305

***

Record 2
Below is a structure of composition C45H35N6O4S2Y, with properties calculated with ωB97M-V with the def2-TZVPD basis set.

Element x y z (Å)
1 Y -1.5604 0.5286 0.8457
2 O -3.1624 4.2022 -1.3531
3 C -2.3946 3.4896 -0.7179
4 N -2.7522 2.5810 0.2514
5 C -3.9434 2.7423 0.8903
6 O -4.5237 3.7839 1.1452
7 C -4.6077 1.4347 1.3024
8 C -5.7815 1.4930 2.0364
9 C -6.4360 0.3148 2.3363
10 C -5.9108 -0.8834 1.8734
11 C -4.7328 -0.8507 1.1540
12 N -4.0874 0.2826 0.8713
13 C -0.9444 3.5103 -1.0869
14 C -0.5972 3.8021 -2.3827
15 C 0.6700 3.5217 -2.8809
16 C 1.5674 2.8439 -2.0263
17 C 1.2516 2.6042 -0.7291
18 N 0.0459 3.0551 -0.1933
19 H -6.1345 2.4633 2.3564
20 H -7.3459 0.3247 2.9261
21 H -6.3841 -1.8325 2.0880
22 H -4.2643 -1.7611 0.8144
23 H -1.3927 4.1774 -3.0122
24 H 0.9242 3.7137 -3.9154
25 H 2.5280 2.4997 -2.3907
26 H 1.9448 2.1576 -0.0397
27 C 3.0798 -3.0594 0.8845
28 C 3.4832 -2.0152 1.7087
29 C 2.7294 -0.8536 1.8192
30 C 1.5350 -0.6989 1.0969
31 C 1.1355 -1.7619 0.2764
32 C 1.8875 -2.9188 0.1792
33 N 0.7589 0.4676 1.1285
34 N 1.1898 1.2995 2.0841
35 C 0.6811 2.5498 2.1605
36 C 0.8633 3.1638 3.4379
37 C 0.2079 4.2959 3.8126
38 C -0.6582 4.9301 2.8989
39 C -0.7608 4.4537 1.6186
40 C -0.0648 3.3002 1.1928
41 H 3.6705 -3.9647 0.8005
42 H 4.4035 -2.1041 2.2773
43 H 3.0498 -0.0460 2.4613
44 H 0.2116 -1.6867 -0.2826
45 H 1.5423 -3.7232 -0.4614
46 H 1.4826 2.6131 4.1360
47 H 0.3230 4.6890 4.8179
48 H -1.2135 5.8140 3.1892
49 H -1.3579 5.0036 0.9037
50 S -2.1683 1.3339 3.3673
51 C -1.7415 -0.0395 4.3861
52 C -1.5605 0.1924 5.7594
53 C -1.2407 -0.8229 6.6494
54 C -1.0813 -2.1197 6.1728
55 C -1.2492 -2.3694 4.8185
56 C -1.5798 -1.3589 3.9037
57 S -1.7637 -1.8184 2.2074
58 H -1.6746 1.2134 6.1123
59 H -1.1067 -0.6017 7.7030
60 H -0.8236 -2.9291 6.8480
61 H -1.1121 -3.3727 4.4304
62 C 5.3038 -2.5934 -1.9034
63 C 4.0673 -3.2252 -2.4921
64 C 4.0719 -4.5754 -2.8259
65 C 2.9164 -5.1959 -3.2814
66 C 1.7592 -4.4516 -3.4343
67 C 1.7394 -3.0932 -3.1180
68 N 0.5015 -2.4102 -3.2168
69 C 0.2917 -1.2522 -3.9477
70 C 0.9887 -1.0099 -5.1369
71 C 0.6847 0.0980 -5.9130
72 C -0.2989 0.9971 -5.5163
73 C -0.9298 0.8055 -4.2940
74 C -0.6396 -0.2945 -3.5013
75 C -1.2281 -0.4162 -2.1209
76 O -1.5214 -1.5472 -1.6762
77 O -1.3591 0.6605 -1.4591
78 C 2.8922 -2.4697 -2.6239
79 C 2.8692 -1.0447 -2.1352
80 H 6.1516 -3.2791 -1.9587
81 H 5.1347 -2.3412 -0.8520
82 H 5.5715 -1.6676 -2.4191
83 H 4.9861 -5.1498 -2.7042
84 H 2.9209 -6.2536 -3.5236
85 H 0.8432 -4.9061 -3.7965
86 H -0.1819 -2.5537 -2.4806
87 H 1.7471 -1.7174 -5.4551
88 H 1.2218 0.2593 -6.8412
89 H -0.5355 1.8611 -6.1249
90 H -1.6327 1.5391 -3.9128
91 H 3.4654 -0.3947 -2.7840
92 H 3.2833 -0.9907 -1.1242
93 H 1.8622 -0.6413 -2.0888

Atoms 1-2, force components in eV/Å:
-0.588 0.157 -0.243
-0.088 0.006 -0.024

* charge: -2
* electronic energy: -3200.3011 a.u.
* strongest force on any atom: 0.68 eV Å⁻¹
* ΔE to the lowest compared entry with this formula, charge and spin: 30.8 kcal per mole
* HOMO-LUMO gap (alpha / beta): 5.405 / 5.160 eV
* HOMO energy (alpha / beta): -1.25 / -1.01 eV

Charges obtained by Mulliken population analysis, quoted in units of e: atom 1 (Y): -0.556, atom 2 (O): -0.755, atom 3 (C): -0.840, atom 4 (N): 1.090, atom 5 (C): -0.253, atom 6 (O): -0.748, atom 7 (C): 0.718, atom 8 (C): -0.818, atom 9 (C): -0.184, atom 10 (C): -0.895, atom 11 (C): -0.093, atom 12 (N): 0.117, atom 13 (C): 1.228, atom 14 (C): -1.259, atom 15 (C): -0.569, atom 16 (C): -0.693, atom 17 (C): -0.006, atom 18 (N): 0.683, atom 19 (H): 0.474, atom 20 (H): 0.407, atom 21 (H): 0.367, atom 22 (H): 0.466, atom 23 (H): 0.545, atom 24 (H): 0.392, atom 25 (H): 0.375, atom 26 (H): 0.600, atom 27 (C): -0.874, atom 28 (C): -0.728, atom 29 (C): -0.601, atom 30 (C): -0.201, atom 31 (C): -0.187, atom 32 (C): -0.813, atom 33 (N): 2.097, atom 34 (N): -0.852, atom 35 (C): -0.587, atom 36 (C): -0.192, atom 37 (C): -0.635, atom 38 (C): -0.698, atom 39 (C): -0.897, atom 40 (C): 1.279, atom 41 (H): 0.407, atom 42 (H): 0.377, atom 43 (H): 0.413, atom 44 (H): 0.355, atom 45 (H): 0.670, atom 46 (H): 0.386, atom 47 (H): 0.328, atom 48 (H): 0.382, atom 49 (H): 0.333, atom 50 (S): -0.229, atom 51 (C): 0.420, atom 52 (C): -0.756, atom 53 (C): -0.512, atom 54 (C): -0.523, atom 55 (C): -0.789, atom 56 (C): 0.479, atom 57 (S): -0.494, atom 58 (H): 0.385, atom 59 (H): 0.323, atom 60 (H): 0.324, atom 61 (H): 0.376, atom 62 (C): -1.424, atom 63 (C): 1.233, atom 64 (C): -0.974, atom 65 (C): -0.873, atom 66 (C): -0.691, atom 67 (C): -0.925, atom 68 (N): 0.052, atom 69 (C): -0.146, atom 70 (C): -0.864, atom 71 (C): -0.756, atom 72 (C): -0.665, atom 73 (C): -0.331, atom 74 (C): 1.088, atom 75 (C): 0.404, atom 76 (O): -0.849, atom 77 (O): -0.125, atom 78 (C): 2.043, atom 79 (C): -1.622, atom 80 (H): 0.445, atom 81 (H): 0.227, atom 82 (H): 0.286, atom 83 (H): 0.331, atom 84 (H): 0.389, atom 85 (H): 0.471, atom 86 (H): 0.473, atom 87 (H): 0.390, atom 88 (H): 0.363, atom 89 (H): 0.419, atom 90 (H): 0.426, atom 91 (H): 0.787, atom 92 (H): 0.243, atom 93 (H): -0.384

***

Record 3
Below is a cluster of 2 separate species, C8H14N2O2S2 in total at a distorted geometry, with properties calculated with ωB97M-V with the def2-TZVPD basis set.

Element x y z (Å)
1 C -0.4342 -4.1449 -3.5908
2 C -1.1269 -4.3015 -2.3993
3 C 0.4760 -3.1992 -3.5234
4 C -0.9335 -3.3708 -1.4481
5 C 0.1510 -0.4417 2.5830
6 C 0.5158 3.2458 0.2352
7 C -0.1578 -0.3117 1.1138
8 C -0.1811 1.8761 -0.0086
9 N 0.2371 -0.8789 -2.0823
10 N 0.5660 0.7950 0.5514
11 O 2.4369 -0.9362 0.0396
12 O 2.6737 1.3487 -0.6986
13 S 0.5402 -2.3932 -1.9336
14 S 1.8084 0.2298 -0.4425
15 H -0.6645 -4.8590 -4.3782
16 H -1.8763 -5.1053 -2.2116
17 H 1.4222 -3.0176 -4.2309
18 H -1.3627 -3.2994 -0.3892
19 H 1.1403 -0.6153 2.7577
20 H -0.1173 0.4028 3.1847
21 H -0.4248 -1.4388 2.9578
22 H -0.1321 4.0072 0.0820
23 H 0.9260 3.4392 1.3107
24 H 1.4545 3.2457 -0.2636
25 H 0.3117 -1.2142 0.6348
26 H -1.2694 -0.2462 0.8635
27 H -1.2783 2.0076 0.4347
28 H -0.2663 1.8041 -1.1517

Atoms 1-2, force components in eV/Å:
0.494 -1.177 -1.773
-3.132 -0.357 3.513

* electronic energy: -1369.3266 a.u.
* strongest force on any atom: 4.74 eV Å⁻¹
* ΔE to the lowest compared entry with this formula, charge and spin: 193.1 kcal per mole
* HOMO-LUMO gap (alpha / beta): 8.042 / 7.633 eV
* HOMO energy (alpha / beta): -8.92 / -8.29 eV

Charges obtained by Mulliken population analysis, quoted in units of e: atom 1 (C): -0.265, atom 2 (C): -0.173, atom 3 (C): -0.353, atom 4 (C): -0.346, atom 5 (C): -1.410, atom 6 (C): -1.260, atom 7 (C): -0.067, atom 8 (C): -0.367, atom 9 (N): -0.416, atom 10 (N): 0.281, atom 11 (O): -0.497, atom 12 (O): -0.571, atom 13 (S): 0.388, atom 14 (S): 0.688, atom 15 (H): 0.376, atom 16 (H): 0.300, atom 17 (H): 0.253, atom 18 (H): 0.329, atom 19 (H): 0.366, atom 20 (H): 0.379, atom 21 (H): 0.296, atom 22 (H): 0.451, atom 23 (H): 0.258, atom 24 (H): 0.350, atom 25 (H): -0.004, atom 26 (H): 0.416, atom 27 (H): 0.353, atom 28 (H): 0.246